Entry 1:
Computed, not measured: the ion C3H9N4 with charge +1, with ωB97M-V/def2-TZVPD.

Output
SMILES   C/[NH+]=N\C(N)=C\N
Energy relative to the best compared isomer or geometry (same formula, charge and spin)   50.7 kcal/mol
E_LUMO   -5.0 eV

ORCA input file:
```
! wB97M-V def2-TZVPD RIJCOSX def2/J DEFGRID3
* xyz 1 1
C 2.358 0.737 0.131
N 1.843 -0.603 -0.038
N 0.665 -1.084 -0.137
C -0.561 -0.610 -0.059
N -1.531 -1.596 0.157
C -1.055 0.711 -0.152
N -2.323 0.987 0.048
H 1.656 1.334 0.717
H 2.515 1.222 -0.838
H 3.312 0.682 0.652
H 2.551 -1.330 -0.107
H -2.278 -1.634 -0.529
H -1.119 -2.511 0.287
H -0.405 1.518 -0.468
H -2.927 0.263 0.421
H -2.700 1.913 -0.085
*
```

Entry 2:
Computed, not measured: a cluster of 2 separate species, C3H9N4 in total at a distorted geometry, with ωB97M-V/def2-TZVPD.

Output
Energy relative to the best compared isomer or geometry (same formula, charge and spin)   199.8 kcal/mol
E_LUMO (alpha / beta)   -6.1 / -4.4 eV

ORCA input file:
```
! wB97M-V def2-TZVPD RIJCOSX def2/J DEFGRID3
* xyz 1 1
C -1.752 -1.430 0.505
C 1.906 -0.058 0.851
C -0.497 1.791 0.261
N -1.344 -0.615 -0.408
N 0.794 -0.641 0.629
N 0.465 -0.331 -1.704
N 0.050 -0.400 -0.442
H -2.884 -1.323 0.514
H -1.209 -1.787 1.344
H 2.403 -0.307 1.682
H 2.413 0.612 0.183
H 0.271 2.313 -0.258
H -1.517 1.384 -0.004
H -0.241 1.528 1.191
H -0.292 -0.428 -2.406
H 1.434 -0.308 -1.938
*
```

Entry 3:
Computed, not measured: an isolated molecule of C3H9N5 at a distorted geometry, with ωB97M-V/def2-TZVPD.

Output
SMILES   [H]/N=C(\N)CNN/C=N/[H]
Energy relative to the best compared isomer or geometry (same formula, charge and spin)   120.4 kcal/mol
E_LUMO   0.9 eV

ORCA input file:
```
! wB97M-V def2-TZVPD RIJCOSX def2/J DEFGRID3
* xyz 0 1
H -2.105 -2.948 -1.414
N -1.735 -1.806 -1.396
C -1.085 -1.254 -0.414
N -0.244 -1.850 0.529
C -0.800 0.218 -0.511
N 0.709 0.439 -0.954
N 1.019 1.646 -0.385
C 0.977 1.923 1.000
N 1.146 0.766 1.747
H 0.910 1.087 2.805
H 0.089 -1.263 1.305
H -0.424 -2.662 0.812
H -0.982 0.494 0.654
H -1.749 0.700 -1.052
H 1.027 -0.413 -0.623
H 1.424 2.267 -0.985
H 0.997 3.049 1.258
*
```